Entry 1:
Computed, not measured: a molecular structure, C20H22AuNO2P2 in a non-equilibrium geometry, with ωB97M-V/def2-TZVPD.

Calculated values
* total charge: +2
* Kohn-Sham gap (spin up / spin down): 5.0 / 5.0 eV

Last column: Löwdin charge in e.
CARTESIAN COORDINATES (ANGSTROEM)
H: 1.692 1.347 -3.957  0.048
H: -4.381 -3.539 2.710  0.138
H: 0.697 2.793 -4.230  0.082
Au: -0.431 -0.369 -0.789  0.952
H: 1.610 5.824 -0.303  0.131
H: 2.926 4.689 1.450  0.131
C: 1.641 4.747 -0.263  -0.013
C: 0.484 -3.650 2.726  -0.045
H: 3.870 0.233 -1.340  0.084
N: -1.773 -1.916 0.447  0.065
H: -2.489 -4.394 4.179  0.131
H: 0.059 1.183 -4.636  0.076
H: 2.078 -0.103 2.251  0.076
H: -0.076 -4.738 4.490  0.121
P: -0.077 1.644 -2.275  0.931
O: -4.639 -1.083 -1.379  0.156
H: 0.745 -2.481 0.940  0.059
H: 2.983 2.251 1.568  0.108
C: 2.917 -0.279 -1.493  -0.200
H: 1.535 -3.849 2.869  0.115
H: 0.306 4.508 -1.912  0.116
C: -3.491 -0.930 -1.100  -0.610
C: -0.441 -4.176 3.644  -0.042
O: -2.554 -0.266 -1.543  -0.123
C: -3.636 -3.073 2.079  0.051
C: -2.271 -3.255 2.364  -0.123
H: 3.626 0.138 1.381  0.075
C: 2.654 -0.360 1.363  -0.202
H: -2.122 2.675 -1.517  0.076
C: 1.722 1.969 -0.152  -0.382
C: -1.657 2.496 -2.485  -0.206
C: -4.050 -2.349 0.986  0.041
C: 2.420 2.729 0.780  -0.049
C: -3.031 -1.799 0.211  -0.161
H: -5.080 -2.201 0.707  0.135
C: 2.382 4.112 0.719  -0.014
H: 2.821 -1.437 1.329  0.058
C: -1.784 -3.990 3.469  0.008
H: 3.082 -1.356 -1.503  0.070
H: -1.506 3.436 -3.020  0.075
C: 0.912 4.001 -1.176  -0.050
P: 1.783 0.158 -0.143  0.833
H: -2.307 1.848 -3.074  0.067
C: 0.947 2.613 -1.126  -0.382
C: 0.679 1.741 -3.933  -0.175
C: -1.315 -2.671 1.471  -0.208
C: 0.055 -2.896 1.664  -0.046
H: 2.485 0.022 -2.447  0.023

Entry 2:
Computed, not measured: C3H2FNO in the gas phase in a non-equilibrium geometry, with ωB97M-V/def2-TZVPD.

Calculated values
* relative energy (zero: lowest compared OMol25 entry of this formula, charge and spin): 88.0 kJ/mol
* Kohn-Sham gap: 10.7 eV
* SMILES: N#C[C@H](F)C=O

Last column: Löwdin charge in e.
CARTESIAN COORDINATES (ANGSTROEM)
H: 0.289 0.634 1.522  0.179
F: -0.375 1.695 -0.162  -0.027
C: -0.029 0.446 0.456  -0.244
C: 1.097 -0.150 -0.407  -0.153
H: 0.926 -0.043 -1.509  0.151
N: -1.973 -1.186 -0.156  0.199
O: 2.020 -0.801 0.139  0.050
C: -1.100 -0.487 0.187  -0.156

Entry 3:
Computed, not measured: 12 unconnected molecules or ions with the total composition C46H72O26 in a non-equilibrium geometry, with ωB97M-V/def2-TZVPD.

Calculated values
* Kohn-Sham gap: 10.1 eV
* SMILES: COC(=O)OC.COC(=O)OC.O=C1CCCO1.O=C1CCCO1.O=C1CCCO1.O=C1CCCO1.O=C1CCCO1.O=C1CCCO1.O=C1CCCO1.O=C1CCCO1.O=C1CCCO1.O=C1CCCO1

Last column: Löwdin charge in e.
CARTESIAN COORDINATES (ANGSTROEM)
H: -0.133 6.546 -1.254  0.106
H: 5.468 4.287 0.840  0.141
O: -3.764 2.804 8.640  0.090
O: -6.370 3.966 0.390  0.103
C: 3.906 -9.390 -3.102  -0.150
O: 0.747 -2.081 -0.244  0.021
C: -0.014 4.475 -9.763  -0.178
H: -4.509 -9.120 -4.166  0.112
H: -7.487 -4.891 7.078  0.121
H: -3.825 -2.274 -9.213  0.096
H: 6.870 2.837 -2.271  0.124
H: 1.904 5.479 -9.840  0.122
C: -4.490 -8.204 -3.576  -0.169
C: -0.549 8.517 7.103  -0.127
O: 1.403 9.898 -2.410  0.082
H: 10.397 -5.176 3.043  0.122
C: -5.872 -7.899 -3.012  -0.071
C: -6.096 -6.686 7.051  -0.158
H: -0.883 -0.186 -2.018  0.115
H: -5.365 4.920 2.917  0.144
H: 3.667 10.682 -2.332  0.087
H: 0.083 9.133 7.742  0.123
H: -6.920 6.189 4.183  0.118
C: 8.836 -3.498 2.751  -0.122
H: 0.000 -2.869 -2.006  0.126
H: 6.199 -8.957 -4.189  0.144
H: -5.890 6.243 1.697  0.137
H: 0.005 9.143 4.126  0.131
C: -2.648 0.042 10.407  -0.135
H: -4.203 -6.068 7.920  0.116
C: -0.911 9.310 5.871  -0.207
H: 4.692 2.760 -0.745  0.120
C: -1.398 -2.035 -8.412  -0.577
C: -6.153 5.401 2.337  -0.082
C: -7.324 5.759 3.267  -0.164
O: -5.777 -3.386 5.501  0.086
H: -1.371 8.186 7.739  0.126
C: -1.519 0.239 9.360  -0.171
H: 3.357 -8.210 -4.871  0.127
H: -6.499 -7.275 -3.649  0.118
O: -0.148 -1.952 -8.889  -0.018
H: -0.324 3.500 -10.140  0.120
H: 1.011 -1.413 -2.190  0.126
H: 9.323 -2.978 3.576  0.112
O: 0.067 7.304 6.611  0.037
H: 2.030 3.812 -10.493  0.126
H: -0.335 10.233 5.798  0.119
C: 5.136 -10.603 -4.694  -0.449
H: -3.933 -0.741 -10.023  0.087
H: -0.368 5.348 -10.312  0.113
C: -0.530 4.660 -8.362  -0.137
H: -1.965 9.589 5.878  0.122
C: 0.916 -2.821 -8.522  -0.039
C: -6.735 4.400 1.465  -0.520
C: -3.490 -8.161 -2.424  -0.143
C: 1.760 9.197 -1.460  -0.579
C: -0.044 7.186 5.281  -0.400
H: 6.705 -3.939 3.298  0.120
H: -0.772 0.773 9.948  0.112
O: 4.307 -10.717 -3.590  -0.002
H: -6.483 -8.795 -2.904  0.121
O: 3.031 9.314 -0.904  -0.041
H: -9.035 4.451 3.801  0.127
C: 5.747 2.667 -0.489  -0.205
O: 0.533 4.030 -7.644  0.042
O: -3.545 1.084 10.060  0.016
H: -0.977 0.396 0.329  0.138
H: -0.546 5.733 -8.171  0.130
O: 1.110 8.188 -1.055  0.023
H: -1.532 8.302 4.131  0.129
H: -3.923 -0.666 -8.267  0.096
H: -1.381 1.939 7.948  0.132
H: 4.400 -7.504 -3.778  0.126
H: -2.305 0.309 11.407  0.127
C: 5.331 -9.107 -4.832  -0.104
O: 5.569 -11.502 -5.363  0.121
H: 1.739 -2.175 -8.826  0.098
H: -2.781 -7.334 -2.466  0.126
H: 5.959 1.598 -0.512  0.126
C: 4.178 -8.481 -4.208  -0.214
C: 9.793 -4.639 2.312  -0.076
H: -7.968 6.529 2.842  0.119
H: -1.806 -1.537 -1.812  0.116
H: 7.860 -4.811 4.207  0.119
O: -2.087 -1.154 -9.148  -0.020
H: 1.037 -2.969 -7.449  0.091
C: 1.654 4.056 -8.290  -0.515
O: 7.781 3.617 -0.367  0.007
H: -2.441 0.593 7.403  0.134
C: 8.743 -5.604 1.626  -0.457
H: 5.517 2.701 1.679  0.138
O: 8.877 -6.331 0.657  0.091
H: 4.559 -9.217 -2.247  0.133
C: 7.363 3.506 0.919  -0.433
C: -4.595 -6.374 6.951  -0.162
H: -2.938 -9.101 -2.407  0.125
H: -1.457 4.117 -8.179  0.134
C: -3.205 1.767 8.957  -0.471
H: -7.525 3.787 4.024  0.124
C: -3.547 -1.224 -9.125  -0.012
C: -2.012 1.108 8.263  -0.075
O: 0.360 6.172 4.641  0.053
H: -0.811 8.148 -1.713  0.097
C: 5.883 3.279 0.831  -0.115
H: -0.998 -0.687 9.117  0.116
H: -3.976 -7.177 6.552  0.122
O: 8.186 3.541 1.870  0.063
H: 2.880 -9.549 -2.769  0.131
H: -6.122 -7.639 6.522  0.110
C: -0.925 -1.067 -1.377  -0.173
O: -4.506 -5.205 6.112  -0.022
C: -0.633 8.489 4.720  -0.106
H: -7.428 -5.794 5.567  0.124
C: -5.735 -4.522 5.981  -0.378
C: -1.036 -0.658 0.058  -0.088
O: 0.713 -0.892 1.742  0.078
H: 10.469 -4.270 1.541  0.112
C: 0.163 -1.237 0.671  -0.410
C: 0.297 -1.926 -1.546  -0.188
O: -4.330 -7.934 -1.300  0.021
C: 4.042 10.198 -1.430  -0.033
O: -6.112 -6.619 -0.832  0.084
C: 1.532 4.457 -9.769  -0.038
H: 4.977 9.656 -1.573  0.091
C: -5.453 -7.306 -1.632  -0.432
H: -6.421 -6.856 8.077  0.110
H: 0.316 7.562 -2.770  0.101
H: -1.991 -1.058 0.400  0.138
C: 0.076 7.515 -1.708  -0.024
H: -3.116 -0.928 10.243  0.124
C: 6.704 3.455 -1.389  -0.087
H: 5.479 -8.807 -5.870  0.136
H: 4.131 10.938 -0.635  0.090
H: 8.516 -2.897 1.899  0.118
C: -8.046 4.458 3.342  -0.141
C: 7.662 -4.450 3.197  -0.166
O: -7.901 3.944 1.968  0.035
H: 0.872 -3.810 -8.979  0.097
O: 7.537 -5.493 2.216  0.028
C: -6.849 -5.508 6.445  -0.069
H: -4.288 -7.401 -4.285  0.111
H: 6.197 4.371 -1.692  0.122
O: 2.647 3.689 -7.674  0.081
O: -1.827 -2.735 -7.496  0.100

Entry 4:
Computed, not measured: C22H30N2O7 in the gas phase, with ωB97M-V/def2-TZVPD.

Calculated values
* relative energy (zero: lowest compared OMol25 entry of this formula, charge and spin): 3.7 kJ/mol
* Kohn-Sham gap: 9.0 eV
* SMILES: CCC[C@]1(C(=O)OC)N[C@H](c2cc(OC)c(OC)c(OC)c2)[C@H]2C(=O)N(CC)C(=O)[C@H]21

Last column: Löwdin charge in e.
CARTESIAN COORDINATES (ANGSTROEM)
C: 0.531 -1.750 1.316  -0.328
H: -2.794 5.277 -1.772  0.099
H: -0.035 -4.614 -4.141  0.074
C: 0.000 1.438 -0.475  -0.167
C: 0.211 -3.636 4.704  -0.104
H: -2.715 5.455 -0.002  0.091
H: -0.590 -3.833 2.717  0.103
C: 0.277 2.060 -1.674  0.058
H: 1.148 -4.063 2.820  0.112
C: -1.289 -3.832 -2.577  -0.159
C: -0.556 4.162 -0.833  -0.138
H: 0.665 5.892 -2.800  0.097
C: -1.299 -1.523 -1.670  -0.376
O: -0.881 5.503 -0.998  -0.145
H: -0.232 -1.373 3.270  0.128
H: 3.562 -4.246 0.274  0.102
C: -0.001 -3.830 -3.390  -0.058
H: 0.687 1.509 -2.505  0.131
C: -0.533 5.289 1.968  -0.066
O: -1.317 4.218 1.475  -0.106
H: 0.062 -4.682 4.956  0.070
H: -0.715 1.727 1.528  0.126
N: 0.754 -0.334 1.031  0.093
H: 0.418 4.917 2.365  0.098
C: -2.271 5.775 -0.948  -0.062
H: 4.171 -2.642 -0.180  0.100
C: -0.521 2.185 0.572  0.044
C: 0.318 -3.462 3.195  -0.241
H: 0.847 -3.999 -2.732  0.066
H: 0.625 5.286 -4.478  0.094
C: -1.065 -0.857 -0.329  -0.070
H: 4.625 -3.348 1.403  0.096
H: -1.613 -2.059 1.427  0.169
H: 0.124 -2.871 -3.884  0.074
C: 3.841 -3.262 0.655  -0.029
O: 1.567 -2.814 -0.590  0.134
C: -0.844 -2.005 0.656  -0.058
O: 0.347 3.861 -3.113  -0.058
H: 1.506 -1.667 3.221  0.123
C: 0.008 3.417 -1.877  -0.182
C: -0.913 -3.263 -0.195  -0.392
C: 0.244 -0.034 -0.298  -0.222
H: -0.629 -3.066 5.097  0.072
H: -2.367 6.854 -1.054  0.096
O: -0.808 -4.401 0.183  0.123
H: 0.909 -0.393 -1.101  0.156
O: -1.534 -0.988 -2.721  0.127
C: 0.169 5.208 -3.491  -0.066
H: -1.113 5.736 2.773  0.093
H: 1.717 -0.047 1.162  0.148
C: -0.781 3.534 0.403  -0.208
H: -0.889 5.472 -3.565  0.091
N: -1.209 -2.883 -1.483  0.045
H: -1.464 -4.812 -2.128  0.121
H: 1.118 -3.290 5.195  0.073
H: -2.139 -3.550 -3.204  0.126
C: 0.545 -1.998 2.824  -0.129
H: -1.909 -0.217 -0.070  0.168
H: -0.329 6.040 1.201  0.087
O: 2.732 -2.661 1.312  -0.026
C: 1.631 -2.509 0.577  -0.419

no.,energy (eV)
1,-48937.071
2,-9396.597
3,-102099.400
4,-40613.924